(1)
ORCA calculation (ωB97M-V/def2-TZVPD) on a molecular structure, C21H32FeN4 in a non-equilibrium geometry.

XYZ file:
```
58
C21H32FeN4 | OMol25 | ωB97M-V/def2-TZVPD
Fe 0.0190 -0.5862 -0.3296
C 1.0022 -1.1689 2.2211
C 2.1334 -0.2949 1.5943
N 2.1386 -0.5317 0.1358
C 2.6834 0.4539 -0.8121
C 2.0980 0.0370 -2.1287
C 2.6085 0.2482 -3.3895
C 1.9630 -0.3439 -4.4719
C 0.8581 -1.1699 -4.2829
C 0.3779 -1.3249 -3.0019
C -0.7348 -2.1913 -2.5232
N -0.3908 -2.4501 -1.1079
C -1.4311 -2.9108 -0.1440
C -0.9032 -2.6368 1.2835
N 0.4657 -2.0715 1.1720
N 0.9784 -0.6999 -1.9761
H 0.1848 -0.5402 2.5758
H 1.3800 -1.7098 3.0871
H 3.0955 -0.5220 2.0511
H 1.9335 0.7555 1.7789
H 2.5697 -1.4307 -0.0567
H 3.7729 0.4705 -0.8483
H 2.3578 1.4574 -0.5334
H 3.5051 0.8376 -3.5349
H 2.3529 -0.1950 -5.4718
H 0.3978 -1.6838 -5.1174
H -0.8137 -3.1005 -3.1205
H -1.6984 -1.6858 -2.5724
H 0.4153 -3.0685 -1.0736
H -1.6792 -3.9640 -0.2707
H -2.3432 -2.3503 -0.3401
H -0.9222 -3.5403 1.8910
H -1.5481 -1.9150 1.7835
H 1.1354 -2.8156 1.0006
C -1.8961 2.9387 3.4698
C -0.7170 2.0086 3.0400
C 0.6317 2.6464 3.3631
C -0.9321 1.5691 1.6391
C -0.0905 1.9599 0.5559
C -0.4368 1.6845 -0.7577
C -1.6326 0.9873 -1.0643
C -2.1138 0.8666 -2.4772
C -2.4126 0.4946 0.0276
C -2.0752 0.7746 1.3239
H -1.8138 3.1166 4.5405
H -2.8750 2.5105 3.2589
H -1.8228 3.8952 2.9524
H -0.8345 1.1062 3.6554
H 0.7054 3.6570 2.9570
H 1.4787 2.0645 2.9981
H 0.7374 2.7356 4.4425
H 0.7858 2.5611 0.7640
H 0.1657 2.0689 -1.5740
H -1.2951 0.8526 -3.1972
H -2.7107 1.7558 -2.7086
H -2.7763 0.0142 -2.6229
H -3.3241 -0.0538 -0.1869
H -2.7080 0.4274 2.1337
```

Results
**Spin multiplicity**: 2
**<S²>**: 0.901
**Lowest unoccupied orbital energy (spin up / spin down)**: -12.101 / -11.043 eV
**Total charge**: +3
**HOMO level (spin up / spin down)**: -19.01 / -19.08 eV
**Energy above the lowest of the compared OMol25 structures with the same formula, charge and spin**: 227.1 kJ/mol

In elementary charge units, the Löwdin charges are: Fe 0.77; C -0.10; C -0.11; N -0.07; C -0.07; C -0.20; C 0.06; C 0.05; C 0.06; C -0.21; C -0.05; N -0.06; C -0.10; C -0.11; N -0.09; N 0.05; H 0.10; H 0.15; H 0.15; H 0.08; H 0.15; H 0.16; H 0.13; H 0.15; H 0.15; H 0.15; H 0.16; H 0.12; H 0.16; H 0.15; H 0.12; H 0.15; H 0.12; H 0.15; C 0.00; C -0.37; C -0.03; C -0.15; C 0.01; C -0.06; C -0.27; C -0.01; C 0.00; C 0.01; H 0.11; H 0.09; H 0.10; H 0.15; H 0.11; H 0.06; H 0.11; H 0.13; H 0.15; H 0.09; H 0.13; H 0.09; H 0.15; H 0.15

***

(2)
ORCA calculation (ωB97M-V/def2-TZVPD) on a molecular structure, C21H32FeN6O3.

XYZ file:
```
63
C21H32FeN6O3 | OMol25 | ωB97M-V/def2-TZVPD
Fe -0.0782 0.2355 -0.1213
C 0.8673 1.6368 2.6006
N 0.4247 0.3014 2.2085
C -0.7824 -0.0665 2.9586
C 1.4248 -0.7329 2.3418
C 2.4082 -0.6616 3.3103
C 3.3319 -1.6887 3.4857
C 3.2253 -2.8039 2.6742
C 2.2464 -2.8823 1.6897
C 1.3114 -1.8513 1.4687
N 0.3119 -1.7776 0.5364
C -0.1777 -2.7572 -0.2932
C 0.3853 -4.0119 -0.5988
C -0.2787 -4.9546 -1.3726
C -1.5264 -4.6890 -1.9061
C -2.0798 -3.4341 -1.6808
C -1.4210 -2.4796 -0.9293
N -2.0082 -1.1647 -0.7413
C -2.8841 -1.1617 0.4342
C -2.7606 -0.7160 -1.9151
H 0.9368 1.7537 3.6885
H 0.1398 2.3617 2.2308
H 1.8421 1.8515 2.1622
H -0.5935 -0.0323 4.0391
H -1.0746 -1.0767 2.6868
H -1.5941 0.6240 2.7154
H 2.4594 0.2004 3.9652
H 4.0948 -1.6208 4.2509
H 3.9149 -3.6314 2.7944
H 2.2320 -3.7709 1.0866
H 1.3693 -4.2700 -0.2518
H 0.1936 -5.9137 -1.5524
H -2.0531 -5.4251 -2.4997
H -3.0423 -3.1984 -2.1206
H -3.7824 -1.7662 0.2581
H -3.1893 -0.1399 0.6733
H -2.3492 -1.5820 1.2817
H -3.7139 -1.2451 -2.0300
H -2.1617 -0.8635 -2.8100
H -2.9848 0.3453 -1.8028
N -1.2971 1.9600 -3.8557
C -0.8609 1.7743 -2.5941
O -0.0503 0.8833 -2.3370
C -1.3750 2.7189 -1.5370
C -1.3086 2.1180 -0.1297
H -0.9521 1.3625 -4.5857
H -1.9566 2.6813 -4.0825
H -2.3786 3.0464 -1.8313
H -0.7313 3.6031 -1.5997
H -2.2901 1.7134 0.1379
H -1.1085 2.9175 0.5863
C 4.4956 -0.5003 0.3773
O 4.3096 0.9189 0.1879
C 3.0697 1.2760 -0.1231
O 2.1645 0.4852 -0.3295
N 2.9272 2.6149 -0.1841
N 1.7544 3.1880 -0.6728
H 5.5587 -0.6312 0.5473
H 4.1765 -1.0470 -0.5070
H 3.9246 -0.8479 1.2359
H 3.7200 3.2175 -0.0888
H 1.4627 2.6513 -1.4818
H 1.0194 3.0630 0.0131
```

Results
**Spin multiplicity**: 5
**<S²>**: 6.009
**Lowest unoccupied orbital energy (spin up / spin down)**: 0.629 / 0.622 eV
**Total charge**: 0
**HOMO level (spin up / spin down)**: -6.43 / -6.41 eV
**Energy above the lowest of the compared OMol25 structures with the same formula, charge and spin**: 15.1 kJ/mol

In elementary charge units, the Löwdin charges are: Fe 0.84; C -0.09; N -0.24; C -0.06; C -0.22; C -0.05; C -0.12; C -0.11; C -0.02; C -0.23; N 0.01; C -0.21; C -0.02; C -0.10; C -0.11; C -0.05; C -0.20; N -0.23; C -0.07; C -0.09; H 0.09; H 0.07; H 0.08; H 0.10; H 0.07; H 0.09; H 0.11; H 0.10; H 0.10; H 0.07; H 0.07; H 0.10; H 0.09; H 0.10; H 0.09; H 0.07; H 0.07; H 0.08; H 0.10; H 0.08; N 0.18; C -0.56; O -0.02; C -0.23; C -0.23; H 0.12; H 0.11; H 0.10; H 0.11; H 0.01; H 0.01; C -0.01; O 0.00; C -0.57; O 0.04; N 0.01; N 0.07; H 0.10; H 0.10; H 0.05; H 0.15; H 0.07; H 0.04

***

(3)
ORCA calculation (ωB97M-V/def2-TZVPD) on a molecular structure, C21H32Ge2ORbS6.

XYZ file:
```
63
C21H32Ge2ORbS6 | OMol25 | ωB97M-V/def2-TZVPD
Rb 1.2113 2.1715 -1.0888
C -0.9722 2.1452 3.9907
C -0.2171 2.3413 2.6743
Ge 0.3410 0.5990 1.9354
C 2.2847 0.4085 2.2003
C 2.6194 0.2117 3.6804
C -0.5940 -0.9210 2.7703
C -1.1046 -1.6511 1.7587
Ge -0.7881 -0.5473 0.1231
C -2.4246 0.5421 -0.2006
C -3.5507 0.2685 0.7960
C -0.3826 -1.5577 -1.5123
C -1.6435 -2.3213 -1.9294
C -1.7601 -2.9671 1.8991
C -2.9576 -3.1054 2.6001
C -3.5706 -4.3453 2.7161
C -2.9942 -5.4666 2.1375
C -1.8000 -5.3400 1.4399
C -1.1922 -4.1005 1.3164
H -1.2842 3.1041 4.4100
H -0.3569 1.6377 4.7367
H -1.8673 1.5381 3.8441
H 0.6869 2.9368 2.8240
H -0.8337 2.8973 1.9649
H 2.7927 1.2973 1.8153
H 2.6475 -0.4274 1.5995
H 2.2744 1.0564 4.2824
H 3.6962 0.1186 3.8388
H 2.1448 -0.6881 4.0763
H -0.7008 -1.2072 3.8169
H -2.7742 0.3706 -1.2203
H -2.1439 1.5984 -0.1666
H -3.8892 -0.7685 0.7368
H -4.4096 0.9154 0.6059
H -3.2268 0.4406 1.8254
H 0.4474 -2.2431 -1.3296
H -0.0575 -0.8816 -2.3071
H -1.9673 -3.0214 -1.1568
H -1.4547 -2.8927 -2.8405
H -2.4722 -1.6451 -2.1377
H -3.4099 -2.2282 3.0469
H -4.5030 -4.4347 3.2596
H -3.4734 -6.4332 2.2254
H -1.3427 -6.2106 0.9866
H -0.2637 -4.0019 0.7657
S -2.7322 4.7834 -7.4150
C -1.7131 4.4009 -6.1514
S -1.7048 5.1947 -4.6348
C -0.4234 4.2984 -3.8249
C 0.1337 3.3184 -4.5843
S 1.4175 2.1811 -4.2413
S -0.5368 3.1585 -6.2008
S -0.1074 4.8481 -2.2011
C 6.2636 1.6095 -2.3675
S 4.4857 1.8607 -2.4843
C 4.1475 0.4225 -3.4960
O 3.9679 1.5375 -1.1085
H 6.4632 0.6192 -1.9582
H 6.6475 2.3779 -1.6996
H 6.7055 1.7251 -3.3570
H 4.6833 0.5212 -4.4395
H 3.0782 0.4147 -3.7021
H 4.4606 -0.4639 -2.9433
```

Results
**Spin multiplicity**: 1
**Lowest unoccupied orbital energy**: 1.741 eV
**Total charge**: -1
**HOMO level**: -2.88 eV
**Energy above the lowest of the compared OMol25 structures with the same formula, charge and spin**: 16.9 kJ/mol

In elementary charge units, the Löwdin charges are: Rb 0.55; C -0.18; C -0.35; Ge 0.79; C -0.37; C -0.18; C -0.21; C -0.37; Ge 0.86; C -0.35; C -0.17; C -0.35; C -0.16; C -0.25; C -0.04; C -0.09; C -0.10; C -0.09; C -0.05; H 0.07; H 0.06; H 0.06; H 0.06; H 0.06; H 0.05; H 0.06; H 0.06; H 0.06; H 0.06; H 0.07; H 0.06; H 0.05; H 0.06; H 0.07; H 0.05; H 0.06; H 0.06; H 0.05; H 0.07; H 0.06; H 0.11; H 0.10; H 0.10; H 0.10; H 0.11; S 0.38; C -1.56; S 0.84; C -1.24; C -1.21; S 0.29; S 0.84; S 0.22; C -0.27; S 0.78; C -0.29; O -0.68; H 0.05; H 0.05; H 0.05; H 0.06; H -0.04; H 0.06

***

(4)
ORCA calculation (ωB97M-V/def2-TZVPD) on a molecular structure, C21H32N10O2SiZn in a non-equilibrium geometry.

XYZ file:
```
67
C21H32N10O2SiZn | OMol25 | ωB97M-V/def2-TZVPD
Zn -0.2129 1.3341 -0.3550
C 0.2613 -1.5757 -4.7106
C 1.2443 -2.4154 -4.3709
C 1.6566 -2.4974 -2.9937
C 1.3770 -1.4595 -2.1453
N 0.5509 -0.4637 -2.6137
C -0.4609 -0.8686 -3.5993
C 1.9481 -1.4052 -0.7804
C 2.8853 -2.3502 -0.3537
C 3.3434 -2.3168 0.9497
C 2.9068 -1.3169 1.8015
C 2.0203 -0.3780 1.2944
N 1.5417 -0.4447 0.0603
H -0.0547 -1.4228 -5.7348
H 1.7629 -3.0073 -5.1147
H 2.2465 -3.3446 -2.6838
H -0.9208 0.0478 -3.9718
H 3.2701 -3.0988 -1.0272
H 4.0573 -3.0554 1.2896
H 3.2621 -1.2308 2.8177
H 2.6549 1.4096 2.1957
N 0.7557 1.6705 1.4270
C 1.7050 0.8563 2.1329
N 1.3706 0.4836 3.5022
C 1.7855 1.4479 4.5140
C 1.6811 0.8020 5.8920
C 0.2353 0.3894 6.1623
C -0.2062 -0.5578 5.0472
C -0.0286 0.1263 3.6948
H 1.1692 2.3624 4.4922
H 2.8200 1.7403 4.3201
H 2.0470 1.4926 6.6547
H 2.3149 -0.0882 5.9026
H -0.4038 1.2780 6.1620
H 0.1448 -0.0904 7.1389
H -1.2504 -0.8537 5.1695
H 0.4127 -1.4580 5.0766
H -0.6725 1.0208 3.6725
H -0.3329 -0.5371 2.8813
N -1.2325 5.4280 -1.9910
N -2.0180 4.3077 -1.9297
N -3.2641 4.3267 -1.5252
C -3.5942 3.0451 -1.6495
N -2.5771 2.3070 -2.1048
N -1.5757 3.1347 -2.2842
H -1.6955 6.1764 -1.4948
H -0.3383 5.2097 -1.5691
H -4.5666 2.6499 -1.4180
C -3.4642 -0.9668 -2.8227
Si -1.8751 -1.9850 -2.8495
C -1.4451 -2.6028 -1.1129
C -2.1640 -3.4839 -3.9705
C 0.5937 0.8997 -2.1671
H -4.3116 -1.5585 -2.4697
H -3.7085 -0.6006 -3.8219
H -3.3612 -0.0971 -2.1798
H -2.2475 -3.2447 -0.7429
H -1.3273 -1.7740 -0.4094
H -0.5209 -3.1790 -1.1022
H -2.8761 -4.1695 -3.5066
H -1.2422 -4.0353 -4.1548
H -2.5747 -3.1876 -4.9374
H 0.1573 1.5526 -2.9152
H 1.6252 1.2097 -1.9758
O -0.3236 3.5561 0.1827
N 0.2289 3.8967 1.2305
O 0.8113 2.9603 1.8947
```

Results
**Spin multiplicity**: 1
**Lowest unoccupied orbital energy**: 0.272 eV
**Total charge**: 0
**HOMO level**: -6.38 eV

In elementary charge units, the Löwdin charges are: Zn 0.81; C -0.10; C -0.12; C -0.05; C -0.22; N -0.15; C -0.30; C -0.18; C 0.00; C -0.04; C -0.01; C -0.21; N 0.13; H 0.10; H 0.10; H 0.09; H 0.11; H 0.10; H 0.11; H 0.11; H 0.16; N -0.08; C -0.32; N -0.12; C -0.20; C -0.19; C -0.21; C -0.18; C -0.19; H 0.12; H 0.12; H 0.11; H 0.11; H 0.11; H 0.11; H 0.11; H 0.11; H 0.12; H 0.12; N 0.14; N -0.30; N 0.13; C -0.21; N 0.01; N 0.03; H 0.10; H 0.08; H 0.10; C -0.19; Si 0.59; C -0.16; C -0.18; C -0.22; H 0.03; H 0.03; H -0.01; H 0.03; H 0.01; H 0.03; H 0.03; H 0.02; H 0.03; H 0.02; H 0.06; O -0.15; N -0.06; O -0.09

***

Table of E_tot (hartree), in record order: -2301.0903; -2637.3750; -7461.7025; -3586.0552